DFT (the ωB97M-V functional and the def2-TZVPD basis) results for a 2-piece molecular cluster, C16H30BNO7P overall at a distorted geometry.

Computed properties:
E_HOMO (eV): -11.36
Charge: +1
Max |F| (eV/A): 4.6
LUMO energy (eV): -3.579
E (eV): -42852.4799
HOMO-LUMO gap (eV): 7.78

Last column: natural (NBO) charge in e.
Positions of all 56 atoms, in Å:
C 4.922438 0.269780 0.372638  -0.66
C 4.117150 0.389968 -1.005625  -0.26
N 3.451778 -0.871957 -1.453854  -0.90
P 2.239218 -1.452944 -0.327918  1.30
C 1.506224 0.030787 0.582450  -0.41
O 0.843628 0.851337 -0.446331  -0.29
O -0.493228 0.583126 -0.293285  -0.46
C 0.817885 -2.363307 -1.230667  -0.79
C 0.027536 -3.336690 -0.188805  0.56
O 0.102537 -4.581503 -0.213153  -0.46
C -0.888924 -2.571541 0.901101  -0.15
C -0.428039 -2.458979 2.386506  -0.25
C -1.372926 -1.657595 3.337241  -0.20
C -2.706885 -0.998901 2.833975  -0.21
C -3.107910 -1.190915 1.354063  -0.19
C -2.221359 -1.970480 0.357620  -0.22
B 3.076055 -2.765896 0.792325  0.86
O 3.840464 -3.798578 0.100494  -0.88
O 3.036736 -2.808658 2.218501  -0.70
C 4.047452 -3.761699 2.711174  -0.29
H 5.351656 1.287745 0.710817  0.26
H 4.273978 -0.086019 1.264537  0.20
H 5.784128 -0.499609 0.314481  0.23
H 3.428452 1.303091 -0.950775  0.21
H 4.902015 0.645118 -1.816321  0.24
H 3.032060 -0.756045 -2.399869  0.42
H 0.695873 -0.219752 1.346110  0.30
H 2.266789 0.711894 1.089543  0.26
H -0.990152 0.785132 -1.122037  0.50
H 1.255058 -3.036544 -2.052695  0.29
H 0.046642 -1.638757 -1.657012  0.29
H 0.542338 -2.910939 2.788133  0.26
H -1.044152 -1.565652 4.420785  0.24
H -3.303414 -0.406999 3.608761  0.25
H -4.077012 -0.705055 0.988515  0.24
H -2.564184 -2.082449 -0.734122  0.24
H 4.411843 -3.263032 -0.515028  0.51
H 4.125226 -3.700861 3.863013  0.22
H 3.755684 -4.847109 2.467094  0.22
H 5.105462 -3.514764 2.329775  0.20
C -3.669416 2.084117 -2.863869  -0.26
O -2.801271 2.448010 -1.797510  -0.57
C -2.227908 3.743128 -1.985229  -0.09
C -2.906128 4.780875 -1.097815  -0.09
O -4.246207 5.021388 -1.518419  -0.55
C -5.200150 4.383248 -0.680500  -0.26
H -4.192325 1.167764 -2.580379  0.19
H -4.409544 2.861493 -3.063399  0.19
H -3.086041 1.885009 -3.769074  0.17
H -2.269379 4.042120 -3.037813  0.19
H -1.174472 3.669587 -1.697122  0.18
H -2.367980 5.729040 -1.191045  0.19
H -2.873130 4.477767 -0.045526  0.18
H -5.242047 4.888664 0.288803  0.17
H -4.963906 3.324706 -0.535678  0.17
H -6.178214 4.458335 -1.157580  0.20

Cartesian forces (eV/Å) of the 6 atoms listed first:
C 0.1 -0.6 0.6
C 1.8 1.5 0.0
N -1.7 -0.1 0.8
P -1.1 1.2 -1.0
C -1.1 1.3 0.0
O 2.8 -0.3 0.2